A structure of composition C35H35O2P3RuS4Se, computed with ωB97M-V/def2-TZVPD.

Computed properties:
Maximum force = 0.33 eV Å⁻¹
LUMO = 0.1634 hartree
Relative energy (zero: lowest compared OMol25 entry of this formula, charge and spin) = 0.000 eV

The geometry in ORCA input format:
```
! wB97M-V def2-TZVPD RIJCOSX def2/J DEFGRID3
* xyz -2 1
Ru 0.19723 -0.75510 0.05584
S 2.06968 0.10236 1.46602
P 0.41594 0.74950 2.40258
C -0.94909 0.75886 1.43143
P -1.01224 1.77833 0.11438
S 0.32892 1.31442 -1.32162
C -2.71984 1.71231 -0.57188
C -3.68279 0.90409 0.01486
C -4.97522 0.87244 -0.49610
C -5.31328 1.64543 -1.59764
C -4.34871 2.45058 -2.19521
C -3.06090 2.47802 -1.68286
C -0.91613 3.60059 0.46112
C -1.82292 4.18363 1.34532
C -1.72433 5.52461 1.68183
C -0.71381 6.30557 1.12994
C 0.19424 5.73419 0.25132
C 0.09561 4.38554 -0.07519
C 0.07314 -0.32611 3.86054
C 1.11420 -0.83059 4.63270
C 0.85246 -1.60322 5.75413
C -0.46118 -1.88439 6.11338
C -1.50405 -1.39396 5.33982
C -1.23656 -0.61965 4.21762
C 0.71658 2.35140 3.30306
C 1.79553 3.16173 2.97682
C 1.95222 4.40848 3.57268
C 1.02883 4.85679 4.50485
C -0.05664 4.05315 4.83880
C -0.20898 2.81362 4.23802
H -3.38148 0.30480 0.86718
H -5.71949 0.23038 -0.03859
H -6.32056 1.61577 -1.99753
H -4.60099 3.04923 -3.06304
H -2.30071 3.09100 -2.15603
H -2.60321 3.56839 1.78173
H -2.42790 5.96122 2.38127
H -0.62991 7.35337 1.39583
H 0.99147 6.33421 -0.17227
H 0.81210 3.91724 -0.74175
H 2.13497 -0.63562 4.32268
H 1.67278 -2.00074 6.34068
H -0.66797 -2.49799 6.98298
H -2.52948 -1.63164 5.59946
H -2.02786 -0.25448 3.57184
H 2.50109 2.80437 2.23364
H 2.79237 5.03528 3.29660
H 1.14654 5.83218 4.96334
H -0.78809 4.39929 5.56019
H -1.06270 2.19372 4.48952
C -5.01569 -2.86066 -0.02876
C -3.86479 -3.18890 0.89846
O -2.85889 -3.91098 0.19052
P -1.45094 -3.13057 -0.12596
S -0.53333 -2.64039 1.55073
S -1.70268 -1.58318 -1.30348
O -0.72960 -4.33104 -0.90224
C -0.29225 -5.48282 -0.16727
C 1.21693 -5.51095 -0.09532
H -5.81123 -2.34926 0.52122
H -5.42650 -3.77204 -0.46784
H -4.66831 -2.20775 -0.82977
H -4.19087 -3.82645 1.72580
H -3.44013 -2.27749 1.32963
H -0.68653 -6.34921 -0.70525
H -0.72881 -5.47777 0.83406
H 1.65345 -5.47654 -1.09322
H 1.54166 -6.42426 0.41413
H 1.58572 -4.64397 0.45196
Se 1.92592 -2.15123 -1.26652
C 2.90577 -0.85318 -2.26860
C 4.24959 -0.59726 -1.98313
C 4.99319 0.30878 -2.72993
C 4.41015 0.99846 -3.78418
C 3.06856 0.76592 -4.07379
C 2.33219 -0.14445 -3.33272
H 4.70454 -1.11679 -1.14822
H 6.03356 0.48716 -2.47658
H 4.98535 1.71432 -4.36057
H 2.58838 1.30816 -4.88164
H 1.28650 -0.31517 -3.55861
*
```

---

A structure of composition C35H36As2BClFN4NiO10S in a non-equilibrium geometry, computed with ωB97M-V/def2-TZVPD.

Computed properties:
Maximum force = 1.44 eV Å⁻¹
LUMO (alpha / beta) = 0.0692 / 0.0693 hartree

The geometry in ORCA input format:
```
! wB97M-V def2-TZVPD RIJCOSX def2/J DEFGRID3
* xyz -1 3
Ni -0.66678 0.01653 0.15367
O -0.97475 1.75725 2.80195
S -0.29088 0.54245 3.20173
O 0.59352 0.66247 4.33133
N 0.35426 -0.07107 1.90230
C 1.22029 -1.23703 1.96668
C 1.91926 -1.71142 3.06942
C 2.66804 -2.89246 3.00745
C 2.67379 -3.61813 1.84032
C 1.97278 -3.15855 0.72341
C 1.77318 -3.99053 -0.45448
C 1.02885 -3.58470 -1.47863
C 0.46916 -2.18259 -1.56111
N 0.57852 -1.43064 -0.32790
C 1.28118 -1.93906 0.74379
C -1.59686 -0.56960 3.69468
C -2.04093 -1.58913 2.86165
C -3.10935 -2.38102 3.27215
C -3.72096 -2.15547 4.49515
C -3.26836 -1.13540 5.32778
C -2.20330 -0.34083 4.93354
H 1.87571 -1.16219 3.99655
H 3.21217 -3.23670 3.87983
H 3.19454 -4.57199 1.78228
H 2.17754 -4.99949 -0.44050
H 0.80196 -4.25956 -2.29547
H -0.59855 -2.22827 -1.82641
H -1.57692 -1.76416 1.90070
H -3.46114 -3.17612 2.62567
H -4.54952 -2.78109 4.80813
H -3.75164 -0.95848 6.28255
H -1.82607 0.45466 5.57050
B 1.85571 3.42526 -3.62825
C 1.26760 1.98562 -3.39000
N 0.86331 0.92257 -3.25359
H 0.94581 4.05332 -4.14467
H 2.79287 3.28022 -4.38943
H 2.17729 3.90249 -2.55712
C -5.09004 0.13395 -0.33667
O -4.13276 1.17728 -0.06137
C -4.24895 1.88374 1.06062
O -5.18298 1.82979 1.81644
C -3.06299 2.79568 1.22992
C -3.16266 3.81560 2.07037
As -1.72202 4.97298 2.71783
C -2.48807 6.67184 2.10449
C -0.36617 4.76482 1.31409
C -0.18457 3.69120 0.55301
As -1.51873 2.31166 0.14483
C -2.17669 3.16723 -1.46982
C 1.20841 3.42924 0.04275
O 2.14074 4.17267 0.18640
O 1.25704 2.26257 -0.60610
C 2.54901 1.70196 -0.93188
C 0.64375 5.88685 1.50992
O 1.09055 6.10347 2.60067
O 0.86983 6.75416 0.51362
C 0.43023 6.51359 -0.83407
C -4.47328 4.17833 2.73742
O -5.26102 4.90468 2.20285
O -4.61823 3.80808 4.01465
C -3.80846 2.69775 4.48525
H -4.49997 -0.74137 -0.57757
H -5.68447 0.44182 -1.19344
H -5.73036 -0.02177 0.52125
H -3.36796 6.89695 2.70315
H -2.77333 6.62073 1.05754
H -1.73962 7.44772 2.25919
H -2.58810 4.13147 -1.18512
H -2.95244 2.54364 -1.91021
H -1.36767 3.30849 -2.18097
H 2.38062 0.63199 -1.01331
H 3.26539 1.91933 -0.15051
H 2.90044 2.12062 -1.87105
H 0.23310 7.49018 -1.26232
H -0.47358 5.91380 -0.87605
H 1.21681 6.01525 -1.38942
H -4.12556 2.51941 5.50643
H -2.74839 2.93606 4.47411
H -3.99356 1.81233 3.88318
F -2.12322 -0.88735 -0.56506
Cl -2.20281 -1.89633 -5.82195
C -0.83138 -1.56086 -4.81579
C 0.33661 -2.44671 -4.88275
C 1.30340 -2.33439 -3.97633
C 1.12355 -1.44270 -2.77093
N 0.29298 -0.28579 -3.20278
C -0.80458 -0.46861 -4.06668
H 0.40913 -3.13986 -5.71458
H 2.21059 -2.92149 -4.04885
H 2.07300 -1.03022 -2.44287
H -1.55327 0.31267 -4.08606
*
```

---

A structure of composition C35H36As2ORhSe, computed with ωB97M-V/def2-TZVPD.

Computed properties:
Maximum force = 0.42 eV Å⁻¹
LUMO = -0.1233 hartree
Relative energy (zero: lowest compared OMol25 entry of this formula, charge and spin) = 0.517 eV

The geometry in ORCA input format:
```
! wB97M-V def2-TZVPD RIJCOSX def2/J DEFGRID3
* xyz 1 1
Rh 0.58929 1.57117 0.01731
C 0.74557 -1.47435 1.98878
C 1.68046 -0.62638 2.83336
As 1.03642 0.96827 3.80623
C 0.55091 2.09201 2.25301
C -0.76309 2.39700 1.79129
C -0.94440 3.26560 0.72752
C 0.15512 3.95698 0.15783
C 1.42755 3.74171 0.64659
C 1.62045 2.76554 1.65848
C -0.67763 0.40512 4.52738
C -0.79155 0.50924 5.91262
C -1.95277 0.10800 6.55937
C -3.01829 -0.39250 5.82727
C -2.92115 -0.49314 4.44576
C -1.75764 -0.09940 3.80189
As 0.09204 -0.71025 0.30818
C 0.53209 -1.98348 -1.05138
C 1.71583 -2.71040 -1.00737
C 1.97844 -3.64930 -1.99353
C 1.06190 -3.86005 -3.01228
C -0.11523 -3.12536 -3.05997
C -0.38167 -2.17907 -2.08327
C -1.82560 -0.92526 0.40538
C -2.71352 0.07420 0.03492
C -4.08227 -0.14723 0.13992
C -4.55856 -1.36291 0.60700
C -3.66900 -2.37132 0.95824
C -2.30402 -2.15604 0.85312
H -0.13855 -1.76567 2.55342
H 1.25451 -2.39288 1.69677
H 2.53823 -0.29006 2.24543
H 2.08650 -1.25341 3.63055
H -1.62182 1.91654 2.23747
H -1.94057 3.43282 0.34019
H -0.01132 4.65539 -0.64956
H 2.28178 4.24644 0.21736
H 2.63060 2.54985 1.98648
H 0.03127 0.90719 6.49471
H -2.02388 0.19149 7.63570
H -3.92498 -0.70064 6.33102
H -3.74781 -0.88101 3.86393
H -1.71047 -0.19703 2.72747
H 2.45285 -2.52876 -0.23535
H 2.90515 -4.20745 -1.96977
H 1.27053 -4.59534 -3.77863
H -0.82568 -3.28465 -3.86055
H -1.29235 -1.59673 -2.12300
H -2.34008 1.00420 -0.37199
H -4.77644 0.62938 -0.15489
H -5.62456 -1.53249 0.68452
H -4.03892 -3.32747 1.30420
H -1.61862 -2.95516 1.11269
C -1.68101 2.79031 -2.79484
C -0.38883 1.98635 -2.81883
C 0.82738 2.87786 -3.01925
O -0.33831 1.12775 -1.68274
H -2.53501 2.12231 -2.67552
H -1.81766 3.36187 -3.71419
H -1.67453 3.49911 -1.96119
H -0.42942 1.30932 -3.68357
H 0.89286 3.65125 -2.25242
H 0.74973 3.37828 -3.98598
H 1.75106 2.30162 -3.00898
Se 2.82492 0.85034 -0.53733
C 3.10819 -0.16502 -2.13024
C 2.22023 -0.34805 -3.17977
C 2.62608 -1.05402 -4.30415
C 3.91182 -1.56450 -4.39853
C 4.79668 -1.38519 -3.34239
C 4.39361 -0.70137 -2.20747
H 1.20675 0.02011 -3.09702
H 1.92490 -1.20209 -5.11604
H 4.22170 -2.10207 -5.28492
H 5.80098 -1.78502 -3.39715
H 5.08283 -0.58208 -1.37929
*
```

---

A structure of composition C35H36AuFN3P2SSi in a non-equilibrium geometry, computed with ωB97M-V/def2-TZVPD.

Computed properties:
Maximum force = 3.09 eV Å⁻¹
LUMO (alpha / beta) = -0.0837 / -0.2251 hartree
Relative energy (zero: lowest compared OMol25 entry of this formula, charge and spin) = 0.000 eV

The geometry in ORCA input format:
```
! wB97M-V def2-TZVPD RIJCOSX def2/J DEFGRID3
* xyz 1 3
Au 0.76770 0.43208 -0.05952
C 4.84935 0.18470 1.21582
Si 3.92532 0.08449 -0.47525
C 3.55976 -1.73978 -0.56947
C 4.90989 0.40139 -2.07866
N 2.57882 1.27477 -0.58442
C 2.86358 2.63271 -0.56533
C 4.21828 3.05101 -0.40052
C 4.59141 4.35273 -0.18584
C 3.66021 5.39256 -0.22672
C 2.30807 5.05052 -0.44079
C 1.94620 3.73417 -0.62452
F 0.62115 3.52595 -0.94564
H 5.69681 -0.54853 1.20437
H 4.14808 -0.02404 2.04276
H 5.29688 1.18402 1.35070
H 4.54228 -2.28682 -0.59802
H 3.02578 -1.97330 -1.48399
H 2.95810 -2.10713 0.26911
H 5.83378 -0.20917 -2.07978
H 5.17171 1.45877 -2.28871
H 4.28536 0.03862 -2.90489
H 5.04826 2.32800 -0.41080
H 5.62589 4.60125 0.04323
H 4.00842 6.38767 -0.05700
H 1.51948 5.78687 -0.45219
C -2.96359 -1.84461 0.76837
N -1.89848 -0.87617 0.41174
P -2.16554 0.79787 -0.16094
C -2.14133 1.82936 1.34981
C -2.00962 1.32013 2.61092
C -1.97348 2.24732 3.68573
C -2.08760 3.61617 3.48775
C -2.12390 4.09251 2.17390
C -2.26293 3.21319 1.11099
C -3.94480 0.72319 -0.52605
C -4.25860 0.36121 -1.84808
C -5.57359 0.03127 -2.19689
C -6.60467 0.09256 -1.26319
C -6.29366 0.51877 0.03225
C -4.98354 0.84612 0.38827
P -0.40453 -1.50098 -0.17719
C 0.20159 -2.90029 0.77050
C 0.26744 -2.78722 2.14124
C 0.59842 -3.94395 2.86797
C 0.85769 -5.16342 2.22868
C 0.88032 -5.19442 0.84419
C 0.61015 -4.07412 0.09561
C -0.67319 -1.96157 -1.87986
C -0.06833 -1.14854 -2.84122
C -0.30645 -1.46117 -4.18393
C -1.04064 -2.56774 -4.56942
C -1.54777 -3.41407 -3.57719
C -1.44999 -3.06904 -2.23329
H -3.71105 -1.33838 1.40175
H -2.48353 -2.67180 1.31991
H -3.43409 -2.28119 -0.10842
H -2.06039 0.23217 2.83828
H -1.85560 1.86758 4.69860
H -2.14481 4.29331 4.32812
H -2.12284 5.14090 1.96203
H -2.45349 3.59324 0.10565
H -3.48438 0.32912 -2.62773
H -5.73528 -0.31607 -3.21346
H -7.61052 -0.18173 -1.58296
H -7.07129 0.58755 0.77586
H -4.78635 1.17868 1.40477
H 0.04064 -1.84424 2.69534
H 0.62295 -3.87148 3.95717
H 1.11241 -6.05510 2.78677
H 1.25279 -6.06192 0.31713
H 0.69990 -4.02098 -0.97987
H 0.47020 -0.24985 -2.55684
H 0.13786 -0.83111 -4.96082
H -1.25165 -2.75901 -5.61626
H -2.11618 -4.30834 -3.85452
H -1.94533 -3.67986 -1.44726
S 1.93367 0.17364 4.69810
C 1.73418 0.86131 3.25655
N 1.66220 1.41770 2.19752
*
```